[1]
Molecular formula: C5H5OS2
Method: DFT, ωB97M-V/def2-TZVPD

XYZ file:
```
13
Properties=species:S:1:pos:R:3
C 2.332 -0.495 1.512
C 1.224 -0.311 1.046
C -1.851 0.943 1.483
C -0.177 0.212 -0.826
C -0.039 -0.491 0.306
O -1.222 1.828 1.935
S -3.042 -0.076 1.133
S 0.760 -0.932 -2.968
H 3.281 -0.253 2.048
H -1.138 0.018 -1.408
H 0.491 0.980 -1.124
H -0.689 -1.231 0.751
H 0.070 -0.192 -3.887
```

Computed properties:
Charge = -1
Calculated total energy = -1065.063465 a.u.
Energy above the lowest of the compared OMol25 structures with the same formula, charge and spin = 1.972 eV



[2]
Molecular formula: C5H5P5
Method: DFT, ωB97M-V/def2-TZVPD

XYZ file:
```
15
Properties=species:S:1:pos:R:3
C -0.931 -0.159 0.081
C -0.146 -0.103 1.228
C -0.400 0.005 -1.192
C 1.210 0.109 1.243
C 0.937 0.103 -1.486
P 3.673 1.878 -0.030
P 5.461 0.915 0.014
P 5.197 -1.255 0.229
P 3.293 -1.788 -0.253
P 2.166 0.147 -0.225
H -1.997 -0.289 0.190
H -0.642 -0.184 2.187
H -1.086 0.021 -2.031
H 1.754 0.188 2.175
H 1.270 0.271 -2.502
```

Computed properties:
Charge = 0
Calculated total energy = -1900.211861 a.u.
Energy above the lowest of the compared OMol25 structures with the same formula, charge and spin = 0.176 eV



Question: What is the charge in the second record?
Answer: 0



Question: Which of these has the highest charge?
Answer: C5H5P5



Question: What is the calculated total energy in the first record?
Answer: -1065.063465 a.u.



Question: What is the calculated total energy in the first record?
Answer: -1065.063465 a.u.